[1]
{
  "formula": "C21H28N6O2S",
  "method": "ωB97M-V/def2-TZVPD",
  "lumo_energy_ev": 0.705,
  "homo_energy_ev": -8.02,
  "elements": ["S", "O", "O", "N", "N", "N", "N", "N", "N", "C", "C", "C", "C", "C", "C", "C", "C", "C", "C", "C", "C", "C", "C", "C", "C", "C", "C", "C", "C", "C", "H", "H", "H", "H", "H", "H", "H", "H", "H", "H", "H", "H", "H", "H", "H", "H", "H", "H", "H", "H", "H", "H", "H", "H", "H", "H", "H", "H"],
  "positions_angstrom": [[0.722, -1.671, 1.127], [6.436, -0.929, -0.183], [-0.658, -1.868, -1.347], [-2.769, -2.153, -0.617], [-2.517, 3.233, 0.090], [-1.048, 0.211, 0.811], [1.791, 3.060, -0.251], [1.200, 0.840, 0.400], [-2.652, 1.946, 0.450], [-0.834, 4.983, -0.511], [-1.434, -2.108, -0.440], [0.213, -0.037, 0.734], [2.841, -0.474, -0.816], [-1.414, 1.480, 0.487], [6.820, -1.795, -1.224], [3.527, 0.752, 1.138], [4.818, 0.304, 0.960], [2.533, 0.361, 0.248], [-3.279, -1.805, -1.932], [-5.210, -0.165, -2.216], [5.135, -0.544, -0.103], [0.930, 2.195, 0.078], [-1.238, 3.617, -0.109], [-4.791, -1.571, 2.560], [-0.909, -2.445, 0.957], [-4.087, -1.177, 1.268], [-3.723, -2.416, 0.439], [4.133, -0.932, -0.989], [-3.702, -0.330, -2.059], [-0.474, 2.491, 0.142], [0.245, 4.992, -0.633], [-1.309, 5.266, -1.449], [3.284, 1.404, 1.964], [6.657, -1.340, -2.207], [-0.744, -3.519, 1.052], [-3.344, 3.802, -0.002], [2.059, -0.777, -1.497], [-3.360, 0.214, -1.178], [-1.118, 5.709, 0.250], [-3.323, -3.194, 1.096], [-1.539, -2.075, 1.758], [5.605, 0.594, 1.638], [4.345, -1.586, -1.819], [-5.469, 0.889, -2.276], [-4.625, -2.822, -0.028], [-3.209, 0.111, -2.926], [6.286, -2.749, -1.170], [-4.146, -2.186, 3.184], [7.885, -1.970, -1.082], [2.751, 2.732, -0.285], [-5.556, -0.654, -3.125], [-4.737, -0.524, 0.688], [-5.741, -0.599, -1.372], [-5.698, -2.135, 2.348], [-4.123, -2.463, -2.155], [-5.064, -0.683, 3.124], [-2.474, -2.023, -2.637], [-3.184, -0.606, 1.487]]
}

=====

[2]
{
  "formula": "C21H28NO7",
  "method": "ωB97M-V/def2-TZVPD",
  "lumo_energy_ev": -4.785,
  "total_charge": 1,
  "homo_energy_ev": -11.55,
  "elements": ["O", "O", "O", "O", "O", "O", "O", "N", "C", "C", "C", "C", "C", "C", "C", "C", "C", "C", "C", "C", "C", "C", "C", "C", "C", "C", "C", "C", "C", "H", "H", "H", "H", "H", "H", "H", "H", "H", "H", "H", "H", "H", "H", "H", "H", "H", "H", "H", "H", "H", "H", "H", "H", "H", "H", "H", "H"],
  "positions_angstrom": [[-0.673, -0.592, 0.877], [-0.270, -2.643, 1.782], [4.779, -1.216, 0.604], [-5.383, 3.645, -1.529], [-5.324, 2.224, -3.213], [-5.463, -1.540, 2.748], [-5.694, -0.308, 3.340], [-3.744, -0.980, 0.406], [-2.116, 1.540, -2.114], [-5.064, -0.614, 0.467], [0.466, 1.424, -2.057], [3.037, 1.109, -2.170], [6.163, -2.603, 2.006], [0.602, 2.796, 0.508], [-6.002, -1.441, 1.425], [-5.122, 2.401, -2.047], [-3.148, 0.789, -1.223], [1.729, -1.592, 1.035], [6.080, -1.324, 1.189], [-4.579, 1.206, -1.179], [-0.716, 2.579, -0.086], [-5.556, 0.495, -0.347], [-2.792, -0.360, -0.396], [-1.366, -0.967, -0.344], [-0.773, 1.881, -1.383], [0.176, -1.652, 1.264], [7.132, -1.299, 0.092], [1.769, 1.653, -1.433], [1.845, 2.355, -0.134], [-0.724, -0.630, -1.208], [-6.641, 0.726, -0.282], [0.654, 3.301, 1.506], [-1.641, 2.909, 0.437], [6.212, -0.460, 1.844], [-5.437, 3.633, -0.553], [6.990, -2.131, -0.603], [0.374, 0.870, -3.029], [-6.984, -0.893, 1.518], [3.551, 2.006, -2.622], [-1.380, -2.089, -0.369], [2.006, -1.652, -0.050], [8.139, -1.362, 0.509], [-4.903, 0.256, 3.198], [2.244, -2.458, 1.537], [7.054, -0.380, -0.494], [3.745, 0.584, -1.476], [7.141, -2.706, 2.481], [-1.927, 1.029, -3.099], [5.988, -3.480, 1.375], [2.713, 0.370, -2.953], [-3.445, -1.767, 0.996], [5.395, -2.613, 2.783], [2.163, -0.657, 1.494], [4.652, -1.975, 0.022], [-2.584, 2.533, -2.390], [-6.176, -2.452, 0.971], [2.826, 2.520, 0.369]]
}

=====

[3]
{
  "formula": "C21H29AsF6N4OS5Ti",
  "method": "ωB97M-V/def2-TZVPD",
  "lumo_energy_ev": -1.539,
  "homo_energy_ev": -8.25,
  "elements": ["As", "Ti", "S", "S", "S", "S", "S", "F", "F", "F", "F", "F", "F", "O", "N", "N", "N", "N", "C", "C", "C", "C", "C", "C", "C", "C", "C", "C", "C", "C", "C", "C", "C", "C", "C", "C", "C", "C", "C", "H", "H", "H", "H", "H", "H", "H", "H", "H", "H", "H", "H", "H", "H", "H", "H", "H", "H", "H", "H", "H", "H", "H", "H", "H", "H", "H", "H", "H"],
  "positions_angstrom": [[3.945, 0.595, 0.168], [0.787, 1.215, -0.176], [0.216, -1.380, -4.266], [-1.309, 2.032, 0.354], [0.713, 1.851, 4.579], [0.393, 1.035, -2.498], [1.227, 3.413, -0.784], [5.401, 1.452, 0.099], [3.413, 1.127, -1.391], [4.521, -0.870, -0.480], [3.000, 1.960, 0.794], [2.201, -0.203, 0.229], [4.173, 0.048, 1.766], [-1.571, 0.437, -4.171], [-1.579, -1.648, -0.306], [0.832, 3.418, 2.470], [1.146, -3.185, -0.023], [0.728, 1.074, 2.089], [0.635, -2.426, 3.361], [-2.159, -1.832, 1.020], [0.660, 0.143, 4.262], [-2.876, 4.835, -2.087], [-1.505, 3.327, -0.810], [0.765, 2.147, 2.866], [-2.605, -1.053, -1.150], [-0.479, 4.998, -2.228], [0.690, -0.091, 2.885], [-0.161, -3.784, -0.209], [-2.764, 3.787, -1.192], [-1.209, -2.930, -0.914], [0.689, -1.402, 2.428], [-0.446, -0.045, -3.633], [0.590, -2.179, 4.729], [-0.358, 3.947, -1.319], [-1.733, 5.437, -2.609], [2.043, -4.147, 0.597], [0.606, -0.877, 5.197], [-2.167, 1.656, -3.713], [1.727, -2.690, -1.256], [-3.074, 1.765, -4.302], [0.547, -3.004, 5.428], [-0.086, -4.702, -0.823], [1.607, -4.541, 1.517], [0.939, 4.145, 3.153], [-2.236, -0.923, -2.159], [-1.825, 6.254, -3.314], [-2.109, -3.565, -1.006], [0.413, 5.459, -2.632], [-3.499, -1.694, -1.204], [0.627, -3.450, 3.011], [1.745, -3.457, -2.049], [2.748, -2.362, -1.069], [1.172, -1.837, -1.629], [-3.651, 3.310, -0.790], [0.949, 3.646, 1.492], [-3.856, 5.186, -2.384], [2.988, -3.664, 0.844], [-2.897, -0.090, -0.743], [-1.464, -2.337, 1.687], [0.740, -1.647, 1.374], [2.255, -5.003, -0.066], [-0.882, -2.722, -1.935], [-2.395, -0.859, 1.452], [0.583, -0.660, 6.257], [-2.410, 1.585, -2.656], [-1.502, 2.505, -3.875], [-0.518, -4.109, 0.772], [-3.088, -2.424, 0.971]]
}

=====

[4]
{
  "formula": "C21H29BrNO2P",
  "method": "ωB97M-V/def2-TZVPD",
  "lumo_energy_ev": -0.869,
  "homo_energy_ev": -7.99,
  "elements": ["Br", "P", "O", "O", "N", "C", "C", "C", "C", "C", "C", "C", "C", "C", "C", "C", "C", "C", "C", "C", "C", "C", "C", "C", "C", "C", "H", "H", "H", "H", "H", "H", "H", "H", "H", "H", "H", "H", "H", "H", "H", "H", "H", "H", "H", "H", "H", "H", "H", "H", "H", "H", "H", "H", "H"],
  "positions_angstrom": [[4.611, -3.060, -3.582], [-0.410, 3.574, 0.898], [2.704, 0.949, -2.159], [-1.991, 1.676, -1.052], [-2.457, -2.361, 3.787], [1.459, 2.020, -0.476], [2.150, -1.777, -4.205], [-2.071, 5.841, 0.896], [-2.313, -2.574, 2.324], [-0.420, -0.125, -0.865], [0.177, 2.238, -0.182], [-1.613, 4.649, 0.007], [-0.879, 1.307, -0.727], [1.013, 4.545, 1.579], [1.560, 3.774, 2.824], [0.907, -0.346, -1.190], [3.232, -1.691, -3.113], [-1.302, -4.391, 0.752], [0.447, -2.662, -1.109], [1.791, 0.851, -1.356], [-1.307, -1.139, -0.651], [-0.856, -2.439, -0.755], [2.774, -2.030, -1.681], [-1.189, -3.583, 2.062], [1.349, -1.651, -1.333], [-1.814, -3.580, -0.474], [1.777, 4.603, 0.796], [-1.219, -4.294, 2.894], [-1.443, 6.706, 0.681], [3.769, -0.758, -3.197], [2.416, -1.049, -4.979], [-0.213, -3.098, 2.133], [-3.110, 6.063, 0.660], [-2.323, -0.861, -0.397], [0.685, 5.536, 1.885], [2.882, -3.104, -1.528], [-2.736, -1.394, 3.900], [-1.186, 4.994, -0.943], [-1.773, -4.246, -1.341], [-0.287, -4.714, 0.497], [-3.262, -2.849, 1.849], [3.465, -1.544, -0.985], [1.146, -1.515, -3.870], [-3.182, -2.961, 4.161], [-2.043, -1.593, 1.925], [1.482, 4.441, 3.681], [-2.823, -3.236, -0.255], [-2.500, 4.084, -0.276], [2.598, 3.474, 2.667], [-1.899, -5.300, 0.866], [0.765, -3.699, -1.178], [0.984, 2.862, 2.989], [2.254, 2.648, -0.091], [-1.974, 5.531, 1.939], [2.200, -2.744, -4.703]]
}

=====

[5]
{
  "formula": "C21H29FN4O3",
  "method": "ωB97M-V/def2-TZVPD",
  "lumo_energy_ev": -0.212,
  "homo_energy_ev": -7.70,
  "elements": ["F", "O", "O", "O", "N", "N", "N", "N", "C", "C", "C", "C", "C", "C", "C", "C", "C", "C", "C", "C", "C", "C", "C", "C", "C", "C", "C", "C", "C", "H", "H", "H", "H", "H", "H", "H", "H", "H", "H", "H", "H", "H", "H", "H", "H", "H", "H", "H", "H", "H", "H", "H", "H", "H", "H", "H", "H", "H"],
  "positions_angstrom": [[8.630, -1.986, 0.425], [-1.210, 2.271, -0.779], [1.190, 4.614, 0.618], [2.965, 0.555, -0.623], [1.571, 2.818, -0.661], [-2.806, -0.497, -0.663], [4.837, 1.844, -0.094], [2.915, 3.006, -0.527], [-2.947, 2.973, 0.263], [-6.129, -2.046, 0.239], [-3.958, -1.381, -0.555], [-2.458, 2.099, -0.420], [6.465, -1.701, -0.106], [-0.715, 3.353, 0.139], [8.134, 0.349, 0.495], [-5.131, -1.101, 0.529], [-7.303, -1.718, 1.221], [3.432, 1.582, -0.289], [0.724, -1.875, 0.295], [-1.910, 3.843, 0.912], [0.648, 3.612, 0.341], [-3.001, 1.023, -1.296], [5.758, 0.698, -0.091], [5.523, -0.579, -0.162], [0.818, -3.035, -0.574], [-0.738, -1.382, 0.444], [-1.457, -0.903, -0.820], [7.122, 1.102, 0.185], [7.741, -1.247, 0.238], [-5.515, -0.038, -0.031], [-5.631, -2.929, 0.687], [-7.956, -2.581, 1.295], [3.073, 3.487, 0.133], [0.152, -3.955, -0.413], [1.181, 1.719, -1.019], [4.346, -0.836, -0.192], [-2.638, 0.721, -2.244], [-4.690, -0.899, 1.489], [-0.837, -0.015, -1.184], [-6.480, -2.366, -0.764], [-3.830, 2.980, 0.723], [1.085, -2.212, 1.394], [-1.618, 4.500, 1.436], [1.733, -3.324, -0.626], [6.351, -2.693, -0.091], [-7.794, -0.613, 1.048], [5.073, 2.623, 0.165], [1.212, -1.093, 0.041], [7.328, 2.156, 0.795], [-1.448, -2.304, 0.730], [9.087, 0.468, 0.721], [-6.982, -1.540, 2.230], [-4.260, -1.532, -1.583], [-1.693, -1.555, -1.547], [0.516, -2.670, -1.460], [-4.152, 1.195, -1.324], [-3.528, -2.322, -0.258], [-0.793, -0.665, 1.164]]
}

=====

[6]
{
  "formula": "C21H29LuO",
  "method": "ωB97M-V/def2-TZVPD",
  "lumo_energy_ev": [4.522, 4.522],
  "total_charge": -2,
  "homo_energy_ev": [2.44, 2.45],
  "elements": ["Lu", "O", "C", "C", "C", "C", "C", "C", "C", "C", "C", "C", "C", "C", "C", "C", "C", "C", "C", "C", "C", "C", "C", "H", "H", "H", "H", "H", "H", "H", "H", "H", "H", "H", "H", "H", "H", "H", "H", "H", "H", "H", "H", "H", "H", "H", "H", "H", "H", "H", "H", "H"],
  "positions_angstrom": [[-0.112, 0.123, -0.109], [-0.635, 2.007, -0.725], [-1.098, 3.872, -2.146], [-0.203, -0.152, -2.688], [2.457, -1.567, 4.395], [-2.105, -1.046, 0.880], [-2.017, 3.173, -3.034], [1.919, -1.616, 1.984], [-0.081, -2.063, -1.410], [-0.004, 2.970, -1.512], [-1.359, 0.914, 1.842], [3.877, -2.599, 2.562], [1.727, -3.724, 3.307], [2.466, -2.389, 3.086], [-0.969, -1.211, -2.125], [1.159, -0.320, -2.274], [-1.644, 2.966, -4.438], [-0.567, -0.144, 2.323], [-1.079, -1.364, 1.783], [-3.369, 2.804, -2.592], [1.232, -1.511, -1.505], [1.528, -0.788, 1.192], [-2.328, 0.360, 0.952], [-0.617, 4.694, -2.699], [2.248, -4.358, 4.053], [3.020, -2.078, 5.202], [-3.791, 1.976, -3.191], [-0.665, -2.378, 1.871], [-1.698, 4.252, -1.309], [-2.028, -1.335, -2.254], [4.517, -3.165, 3.259], [1.423, -1.400, 4.739], [2.112, -1.883, -1.012], [-0.347, -2.955, -0.866], [-2.175, 2.110, -4.887], [-3.387, 2.499, -1.533], [1.983, 0.333, -2.515], [1.657, -4.262, 2.352], [-0.560, 2.800, -4.546], [0.136, 0.045, 3.150], [0.686, 3.569, -0.915], [-3.149, 0.871, 0.509], [-1.238, 1.946, 2.134], [-4.071, 3.656, -2.707], [3.792, -3.116, 1.596], [-1.897, 3.854, -5.048], [-2.631, -1.767, 0.272], [4.298, -1.604, 2.356], [-0.587, 0.629, -3.332], [0.699, -3.538, 3.658], [2.903, -0.579, 4.209], [0.573, 2.488, -2.297]]
}

=====

[7]
{
  "formula": "C21H29N3O3",
  "method": "ωB97M-V/def2-TZVPD",
  "lumo_energy_ev": 0.030,
  "homo_energy_ev": -7.27,
  "elements": ["O", "O", "O", "N", "N", "N", "C", "C", "C", "C", "C", "C", "C", "C", "C", "C", "C", "C", "C", "C", "C", "C", "C", "C", "C", "C", "C", "H", "H", "H", "H", "H", "H", "H", "H", "H", "H", "H", "H", "H", "H", "H", "H", "H", "H", "H", "H", "H", "H", "H", "H", "H", "H", "H", "H", "H"],
  "positions_angstrom": [[-2.107, 2.545, 0.396], [2.133, 0.773, -2.490], [-2.511, 1.533, -1.690], [-1.011, -1.938, -0.786], [1.474, 1.403, 0.244], [-0.762, 1.141, 2.062], [-1.475, 0.200, -0.170], [-0.772, 0.181, 1.264], [0.102, -4.330, -0.578], [1.405, 2.357, -0.835], [0.944, -3.741, 1.786], [-2.096, 1.508, -0.372], [-2.363, 3.590, -2.850], [-0.382, -1.274, 1.550], [2.636, 0.347, -0.533], [-1.232, -5.012, -0.467], [0.133, 1.508, 2.864], [0.649, -2.906, 2.782], [-3.339, 2.811, -2.220], [-1.553, -0.911, -1.041], [-0.551, -2.339, 0.297], [1.880, 2.090, 1.333], [0.188, -3.640, 0.465], [2.129, -0.171, -1.603], [0.946, 1.631, -2.375], [0.318, -1.662, 2.569], [1.729, 1.259, 2.561], [2.882, 2.387, 1.538], [2.488, -0.338, 0.420], [2.116, 1.535, 3.536], [0.021, 1.194, -2.116], [-1.445, -5.718, 0.276], [3.023, -0.925, -1.812], [-1.583, 4.011, -2.113], [0.226, -1.051, 3.577], [1.242, -3.171, 3.895], [-4.182, 2.449, -2.982], [2.324, 2.931, -1.262], [0.228, -3.859, -1.439], [1.206, -4.920, 1.857], [-0.088, 0.993, 4.044], [-1.369, 1.843, 1.709], [3.695, 0.897, -0.547], [-1.348, -5.931, -1.407], [-2.810, 4.508, -3.218], [1.753, 0.122, 2.460], [-0.111, 2.476, 3.341], [1.257, -0.775, -1.332], [-2.150, -0.582, -2.086], [1.422, 3.051, 1.395], [1.096, 2.322, -3.144], [0.621, 3.158, -0.631], [-2.127, -4.595, -0.641], [-3.727, 3.279, -1.351], [0.871, -5.239, -0.515], [-2.043, 2.996, -3.614]]
}

=====

[8]
{
  "formula": "C21H29N3O3S",
  "method": "ωB97M-V/def2-TZVPD",
  "lumo_energy_ev": 0.588,
  "homo_energy_ev": -7.73,
  "elements": ["S", "O", "O", "O", "N", "N", "N", "C", "C", "C", "C", "C", "C", "C", "C", "C", "C", "C", "C", "C", "C", "C", "C", "C", "C", "C", "C", "C", "H", "H", "H", "H", "H", "H", "H", "H", "H", "H", "H", "H", "H", "H", "H", "H", "H", "H", "H", "H", "H", "H", "H", "H", "H", "H", "H", "H", "H"],
  "positions_angstrom": [[3.727, 2.678, 0.754], [-0.340, 1.105, -0.871], [2.018, -3.496, -0.245], [-1.640, 0.719, 1.825], [0.963, -1.526, -0.914], [-2.678, 1.032, -1.014], [-1.842, -1.206, 1.101], [1.172, -2.697, -0.294], [4.291, -1.094, -1.293], [-3.675, 2.001, -1.172], [1.955, -1.396, -2.052], [-3.148, -0.998, 0.765], [-1.677, 2.971, -0.391], [3.840, 1.230, 0.106], [-1.383, 1.541, -0.672], [-3.566, -1.015, -1.004], [5.350, -0.465, -0.637], [-1.302, -2.791, 0.723], [-1.092, -0.292, 1.754], [-3.178, 2.935, -0.071], [2.812, 0.896, -0.624], [-2.711, -0.093, -1.699], [3.134, -0.571, -1.276], [5.064, 0.596, 0.279], [0.476, -0.517, 1.958], [0.256, -3.074, 1.056], [1.983, 3.223, 0.822], [0.617, -2.157, 2.309], [-4.590, 1.515, -0.338], [-1.657, -0.727, -1.635], [-3.802, -1.912, 1.301], [-3.335, 2.988, 1.019], [-3.606, 3.980, -0.245], [-1.707, -3.394, 1.298], [1.588, -2.193, 2.462], [-3.448, -0.077, 1.287], [0.323, -0.839, -0.726], [-1.421, 3.812, -0.947], [1.739, 3.351, -0.335], [-3.454, -2.388, -1.144], [-1.046, 3.226, 0.663], [0.131, -2.369, 2.999], [-4.538, -0.899, -0.821], [0.356, -3.927, 1.190], [1.495, 2.405, 1.154], [2.466, -2.053, -2.551], [-3.366, -0.123, -2.413], [6.390, -0.850, -0.253], [4.627, -2.146, -1.548], [5.921, 1.156, 0.587], [-1.552, -2.836, -0.426], [1.509, -0.627, -2.548], [1.786, 1.234, -0.817], [1.103, -0.324, 1.286], [0.707, -0.206, 2.973], [1.928, 4.227, 1.274], [-3.969, 2.458, -1.968]]
}